Formula: C24H41Br24FN5O6P
Source: OMol25
Level of theory: the ωB97M-V functional and the def2-TZVPD basis

Cartesian coordinates (Å):
C  -2.470  -1.227  2.825
N  -1.264  -1.222  1.981
C  -0.477  -2.454  2.161
C  0.445  -2.802  1.000
O  -0.183  -3.515  -0.034
C  -1.284  -2.871  -0.648
C  -2.594  -3.360  -0.074
C  -3.857  -2.749  -0.677
C  -4.438  -1.584  0.153
C  -4.343  -0.217  -0.505
N  -5.435  0.696  -0.052
C  -4.971  1.930  0.454
C  -4.117  1.877  1.673
O  -5.218  2.991  -0.090
C  -1.187  -3.208  -2.153
P  -0.994  -1.872  -3.317
O  -0.039  -2.221  -4.372
O  -2.441  -1.556  -3.900
O  -0.526  -0.579  -2.497
C  1.239  -1.601  0.468
C  2.483  -2.026  -0.342
N  2.274  -2.514  -1.684
N  1.539  -0.683  1.532
C  1.978  0.637  1.200
C  1.968  1.563  2.389
F  3.259  1.945  2.726
O  2.321  -1.295  2.581
C  3.586  -1.211  2.392
N  4.730  -1.133  2.215
H  -3.220  -0.563  2.417
H  -2.908  -2.216  2.878
H  -2.264  -0.902  3.840
H  -0.689  -0.492  2.372
H  -1.117  -3.304  2.351
H  0.167  -2.376  3.031
H  1.180  -3.489  1.405
H  -1.251  -1.794  -0.510
H  -2.625  -3.193  0.994
H  -2.607  -4.435  -0.226
H  -3.731  -2.415  -1.700
H  -4.603  -3.530  -0.710
H  -5.498  -1.744  0.295
H  -3.997  -1.560  1.142
H  -3.384  0.246  -0.302
H  -4.396  -0.321  -1.581
H  -6.048  0.950  -0.818
H  -4.550  2.488  2.456
H  -3.157  2.295  1.391
H  -3.947  0.866  2.011
H  -0.300  -3.796  -2.316
H  -2.049  -3.777  -2.475
H  -2.413  -0.721  -4.390
H  -0.500  0.178  -3.106
H  0.580  -1.071  -0.210
H  3.000  -2.788  0.231
H  3.156  -1.179  -0.392
H  1.987  -3.478  -1.700
H  1.641  -1.938  -2.221
H  1.249  1.008  0.492
H  2.937  0.697  0.688
H  1.505  1.088  3.246
H  1.435  2.467  2.139
C  0.679  -1.376  -6.569
Br  -0.231  0.313  -6.633
Br  1.489  -1.804  -8.261
Br  1.952  -1.430  -5.132
H  -0.072  -2.123  -6.360
C  -0.778  3.747  -2.466
Br  -1.022  3.229  -4.300
Br  -0.146  5.543  -2.263
Br  -2.363  3.354  -1.468
H  -0.006  3.103  -2.075
C  -3.636  5.054  4.595
Br  -3.787  5.433  2.714
Br  -4.574  3.426  5.066
Br  -1.794  5.042  5.136
H  -4.128  5.857  5.122
C  2.388  5.225  3.184
Br  0.822  5.108  2.069
Br  2.747  7.040  3.707
Br  2.268  4.062  4.716
H  3.226  4.888  2.591
C  5.510  -2.426  -3.045
Br  7.294  -2.938  -3.544
Br  5.236  -0.527  -3.218
Br  4.188  -3.394  -4.041
H  5.380  -2.674  -2.001
C  4.439  3.188  -2.616
Br  5.366  3.338  -0.944
Br  2.590  2.733  -2.336
Br  4.647  4.739  -3.725
H  4.877  2.352  -3.142
C  3.822  -7.707  -3.863
Br  4.070  -7.166  -5.692
Br  5.268  -7.121  -2.740
Br  2.118  -7.129  -3.181
H  3.825  -8.786  -3.848
C  1.057  7.779  7.617
Br  1.471  8.771  9.210
Br  0.627  5.948  8.015
Br  -0.331  8.624  6.591
H  1.946  7.769  7.004

Forces on atoms 1 to 2 (eV/Å):
0.341 0.119 0.035
-0.511 -0.455 0.429

Properties
Multiplicity: 1
DFT total energy (eV): -1738310.087
HOMO energy (eV): -8.6